No. 1
Molecular formula: C3H27NO11
Method: DFT, the ωB97M-V functional and the def2-TZVPD basis

```
42
Properties=species:S:1:pos:R:3
O 1.742 3.051 1.302
O -0.858 3.061 0.488
O -2.357 -3.584 -1.867
O -1.095 -4.155 0.342
O 2.674 0.836 -2.613
O -0.419 -1.666 1.120
O 2.007 -0.620 1.960
O 3.101 0.974 0.083
O 0.617 -0.877 -3.207
O -1.536 1.818 2.820
O 1.092 1.382 3.360
N -1.490 0.139 -0.617
C -0.868 0.442 -1.906
C -0.425 -0.820 -2.587
C -2.912 -0.219 -0.756
H 4.055 0.992 0.146
H -3.310 -0.446 0.243
H -1.066 -1.725 -2.524
H 1.439 0.595 2.826
H -0.749 -3.279 0.661
H -1.858 2.401 3.530
H -2.225 -4.367 -2.434
H -3.034 -1.151 -1.321
H -1.518 1.020 -2.581
H -1.920 -3.811 -1.009
H 2.240 2.393 0.773
H -1.229 2.802 1.355
H 1.222 -1.082 1.573
H 2.918 0.866 -0.890
H -1.662 -4.476 1.078
H -0.020 1.107 -1.710
H 0.102 3.204 0.639
H 1.470 1.331 4.248
H -1.425 0.968 -0.029
H 1.603 2.612 2.165
H -3.498 0.576 -1.218
H 2.494 -0.199 1.216
H -0.708 -1.102 0.322
H 2.000 0.162 -2.865
H -0.947 -1.310 1.845
H -0.594 1.616 3.027
H 2.538 1.671 -3.068
```

Computed properties:
E_LUMO = 0.0131 Ha
energy above the lowest of the compared OMol25 structures with the same formula, charge and spin = 0.158 eV
E = -1012.94013 Eh
HOMO = -0.3614 hartree
SMILES = CNCC=O.O.O.O.O.O.O.O.O.O.O
orbital gap = 10.2 eV



No. 2
Molecular formula: C8H15NOS
Method: DFT, the ωB97M-V functional and the def2-TZVPD basis

```
26
Properties=species:S:1:pos:R:3
S 0.720 -1.466 1.238
O 0.438 -0.360 -1.243
N -1.381 -1.477 -0.348
C 1.612 1.694 -0.560
C 3.030 2.222 -0.185
C 1.703 0.287 -1.135
C -0.093 -1.034 -0.123
C -2.257 -2.065 0.558
C -3.501 -2.523 0.154
C 3.075 3.701 0.174
C -4.518 -3.100 1.150
H 4.122 3.991 0.191
H 2.611 3.900 1.151
H -5.397 -2.482 1.128
H 3.720 2.072 -1.031
H -4.068 -3.148 2.164
H -1.618 -1.476 -1.328
H 2.091 0.342 -2.169
H 1.086 2.354 -1.276
H -4.831 -4.095 0.891
H -1.982 -2.134 1.618
H -3.899 -2.471 -0.861
H 2.371 -0.336 -0.539
H 3.444 1.620 0.614
H 2.573 4.320 -0.586
H 0.949 1.664 0.356
```

Computed properties:
E_LUMO = 0.0276 Ha
energy above the lowest of the compared OMol25 structures with the same formula, charge and spin = 1.189 eV
E = -841.97919 Eh
HOMO = -0.3024 hartree
SMILES = C/C=C/NC(=S)OCCCC
orbital gap = 9.0 eV



No. 3
Molecular formula: C17H28N2O4
Method: DFT, the ωB97M-V functional and the def2-TZVPD basis

```
51
Properties=species:S:1:pos:R:3
O -0.081 -1.452 -0.154
O 0.233 1.601 1.892
O -1.316 0.921 3.908
O 2.960 1.389 2.053
N -1.931 -1.482 -6.104
N -0.849 -0.468 -3.687
C 2.235 1.049 3.158
C 1.974 0.332 5.435
C -0.379 -0.518 0.858
C -0.499 -1.435 -5.875
C 0.023 0.819 4.132
C -0.443 -0.284 -2.312
C -2.282 -0.522 -3.894
C 0.841 1.139 3.038
C 0.599 0.423 5.334
C 2.792 0.636 4.364
C -2.251 -1.459 -7.513
C -2.570 -0.395 -5.388
C 0.388 0.810 0.731
C 4.364 1.369 2.137
C -0.214 -1.568 -4.382
C -0.866 -1.394 -1.324
C -2.193 0.671 4.977
H -3.648 -0.451 -5.560
H -2.116 -0.363 5.331
H 4.731 2.052 2.909
H -0.851 0.676 -1.984
H -2.207 0.587 -5.740
H -3.330 -1.538 -7.635
H -0.012 0.176 6.186
H -3.193 0.841 4.582
H -1.458 -0.321 0.909
H 4.718 1.704 1.163
H 1.443 0.595 0.530
H -2.718 -1.468 -3.532
H 4.742 0.360 2.331
H -0.011 1.425 -0.077
H 3.861 0.557 4.477
H 0.648 -0.216 -2.292
H -0.032 -2.264 -6.413
H -1.783 -2.315 -7.999
H 2.418 0.017 6.367
H 0.863 -1.523 -4.206
H -2.015 1.355 5.814
H -2.748 0.309 -3.360
H -1.907 -0.540 -8.015
H -0.588 -2.550 -4.046
H -0.064 -0.488 -6.241
H -0.718 -2.369 -1.797
H -1.928 -1.287 -1.062
H -0.071 -0.996 1.795
```

Computed properties:
E_LUMO = 0.0319 Ha
energy above the lowest of the compared OMol25 structures with the same formula, charge and spin = 3.408 eV
E = -1074.96144 Eh
HOMO = -0.2999 hartree
SMILES = COc1cccc(OC)c1OCCOCCN1CCN(C)CC1
orbital gap = 9.0 eV



No. 4
Molecular formula: C5H20F2MgN11O9S2
Method: DFT, the ωB97M-V functional and the def2-TZVPD basis

```
50
Properties=species:S:1:pos:R:3
S 9.345 30.649 2.059
S 9.273 28.415 1.030
Mg 6.851 30.404 -0.039
F 8.472 27.751 -0.173
F 8.563 32.034 2.051
O 5.601 30.652 1.505
O 7.944 30.399 -1.979
O 10.597 28.462 0.527
O 8.984 27.599 2.151
O 6.039 28.553 -0.306
O 9.291 30.192 3.401
O 5.255 31.073 -1.197
O 10.627 31.032 1.558
O 7.258 32.426 -0.194
N 9.266 30.476 -3.797
N 8.274 34.393 0.165
N 4.330 28.964 2.351
N 6.813 34.155 -1.613
N 10.211 30.582 -1.706
N 4.656 27.263 -1.586
N 3.272 32.168 -0.982
N 3.617 30.694 -2.716
N 4.511 30.969 3.446
N 5.947 26.328 0.061
N 8.423 29.873 0.971
C 7.448 33.585 -0.544
C 4.805 30.236 2.347
C 4.116 31.282 -1.581
C 5.577 27.455 -0.606
C 9.090 30.460 -2.450
H 5.658 25.427 -0.272
H 4.244 30.199 -3.323
H 10.130 30.653 -4.271
H 3.604 32.592 -0.135
H 8.404 30.389 -4.303
H 2.387 32.397 -1.393
H 4.245 28.015 -2.104
H 10.184 30.555 -0.700
H 2.696 30.891 -3.062
H 4.511 26.328 -1.925
H 4.750 28.295 1.733
H 6.624 26.421 0.798
H 3.657 28.674 3.036
H 8.893 33.966 0.831
H 3.981 30.627 4.226
H 4.879 31.901 3.506
H 5.962 33.714 -1.911
H 8.377 35.367 -0.055
H 11.097 30.814 -2.116
H 6.980 35.137 -1.740
```

Computed properties:
E_LUMO = -0.0867 Ha
E = -2678.39366 Eh
HOMO = -0.4557 hartree
net charge = +1
orbital gap = 10.0 eV



No. 5
Molecular formula: C34H24AsBr2F2GaN2O4
Method: DFT, the ωB97M-V functional and the def2-TZVPD basis

```
70
Properties=species:S:1:pos:R:3
Br 1.074 7.207 0.408
Br -2.770 3.125 1.068
As -1.180 -0.619 -0.634
Ga 1.474 0.025 1.055
F 2.509 0.246 3.679
F 0.562 -0.729 3.737
O -0.232 1.345 0.826
O 4.386 -1.391 -1.326
O 0.247 -1.091 0.062
O 2.893 -0.138 -0.269
N 2.321 -2.067 1.433
N 2.295 2.086 0.936
C 0.262 0.829 -2.565
C 3.206 -2.357 0.489
C -0.952 0.857 -1.890
C -0.628 4.967 0.763
C 1.731 4.421 0.691
C 1.910 -3.032 2.241
C -2.613 -0.586 0.668
C -1.609 -2.202 -1.687
C -0.972 -4.400 -2.412
C -3.147 -3.536 -2.957
C -0.949 3.616 0.873
C -0.672 -3.222 -1.751
C 3.338 -4.631 1.180
C 0.680 5.361 0.644
C 3.570 2.385 0.920
C 3.549 -1.226 -0.465
C 1.378 3.055 0.827
C -2.852 -2.360 -2.290
C -3.385 -1.359 2.806
C -2.372 -1.237 1.869
C -4.872 -0.165 1.346
C 3.763 -3.619 0.337
C -1.844 1.899 -2.104
C -2.210 -4.556 -3.013
C 2.372 -4.335 2.132
C -1.498 2.921 -2.976
C -4.633 -0.815 2.547
C -3.871 -0.066 0.395
C 1.256 0.268 3.110
C 4.021 3.697 0.733
C 3.106 4.712 0.610
C 0.600 1.851 -3.434
C 0.012 2.611 0.843
C -0.279 2.904 -3.633
H 3.426 5.730 0.447
H 4.256 1.558 1.037
H -4.110 -3.660 -3.431
H -0.010 3.712 -4.299
H -3.574 -1.551 -2.231
H -0.242 -5.193 -2.456
H 5.079 3.895 0.682
H 0.789 1.212 3.430
H 4.494 -3.771 -0.440
H 1.183 -2.759 2.994
H -2.186 3.738 -3.139
H -2.796 1.935 -1.591
H -5.842 0.265 1.148
H -3.200 -1.873 3.738
H -5.426 -0.901 3.276
H 0.952 0.009 -2.392
H 3.735 -5.631 1.082
H 1.551 1.826 -3.946
H -1.390 -1.653 2.066
H -4.069 0.419 -0.554
H 0.291 -3.075 -1.272
H 1.985 -5.099 2.788
H -1.423 5.698 0.755
H -2.452 -5.479 -3.519
```

Computed properties:
E_LUMO = 0.0009 Ha
energy above the lowest of the compared OMol25 structures with the same formula, charge and spin = 0.000 eV
E = -11228.94786 Eh
HOMO = -0.2783 hartree
orbital gap = 7.6 eV



No. 6
Molecular formula: C37H31I2O11
Method: DFT, the ωB97M-V functional and the def2-TZVPD basis

```
81
Properties=species:S:1:pos:R:3
I -3.322 -3.950 1.467
I -6.192 -0.606 4.066
O -6.706 -2.477 11.235
O -1.634 -0.528 -1.374
O -5.032 0.187 -1.997
O 2.116 -0.580 -0.394
O 2.844 1.277 -5.301
O -6.888 -3.806 6.115
O 8.229 6.499 -3.271
O 10.481 1.032 -3.250
O 6.452 1.521 -2.999
O -7.487 4.725 -3.174
O 9.443 -4.100 -2.460
C -7.994 -2.631 9.271
C 8.930 -0.590 -2.547
C 8.665 -1.879 -2.348
C -6.585 3.331 -1.504
C -5.599 -3.652 8.074
C -4.091 -2.152 2.520
C -6.747 -2.782 10.061
C -6.848 -3.503 7.284
C -8.041 -2.964 7.984
C 10.994 -2.477 -3.163
C 6.394 3.585 -4.118
C -5.554 -3.319 9.362
C 1.312 0.732 -3.593
C 1.120 0.267 -2.359
C 9.677 -2.925 -2.640
C -6.549 2.717 -3.966
C 6.840 4.835 -4.188
C 8.291 4.434 -2.145
C -5.592 1.223 -2.271
C 6.863 2.663 -3.055
C 3.633 -0.040 -2.106
C -6.924 3.685 -2.903
C 2.273 -0.156 -1.518
C 7.844 3.184 -2.074
C -1.840 -0.636 0.080
C 10.244 -0.145 -3.068
C -6.298 -3.384 2.850
C -3.155 -1.068 2.636
C 2.667 0.847 -4.176
C 11.257 -1.189 -3.361
C -5.967 2.190 -1.208
C -3.576 0.173 1.845
C -2.848 0.416 0.491
C -5.931 1.577 -3.674
C -5.343 -2.235 2.976
C 7.823 5.359 -3.208
C 3.816 0.424 -3.338
H -2.364 1.394 0.467
H -6.895 -3.511 3.746
H 5.675 3.182 -4.822
H -4.655 -3.420 9.956
H -6.807 2.995 -4.980
H -4.741 -4.042 7.543
H -8.852 -2.238 9.801
H 9.008 4.835 -1.440
H -4.656 0.212 1.634
H -2.173 -1.648 0.269
H 0.125 0.178 -1.920
H 8.207 0.189 -2.343
H -5.776 -4.319 2.682
H -0.855 -0.476 0.502
H -3.368 1.034 2.483
H -6.868 4.050 -0.745
H -3.154 -0.809 3.697
H -5.648 0.858 -4.432
H 8.173 2.495 -1.307
H -3.598 0.436 -0.302
H -8.939 -2.860 7.389
H 11.717 -3.256 -3.370
H 4.788 0.513 -3.784
H 7.711 -2.224 -1.970
H -2.499 -0.733 -1.737
H 12.210 -0.841 -3.741
H 4.458 -0.352 -1.477
H -6.979 -3.235 2.010
H 0.490 1.046 -4.224
H -5.708 1.911 -0.194
H 6.512 5.525 -4.955
```

Computed properties:
E_LUMO = -0.0200 Ha
E = -2851.31659 Eh
HOMO = -0.0958 hartree
net charge = -1
orbital gap = 2.1 eV



No. 7
Molecular formula: H39O19
Method: DFT, the ωB97M-V functional and the def2-TZVPD basis

```
58
Properties=species:S:1:pos:R:3
O -1.195 4.283 0.105
O 1.569 0.223 0.912
O 0.888 3.658 -1.595
O 0.822 -2.552 3.752
O -3.209 -0.095 3.280
O -1.516 -3.316 -2.456
O -1.254 1.446 -0.360
O 0.826 -2.336 -1.411
O 2.138 -1.020 -3.365
O -3.667 -1.292 1.039
O 1.570 2.477 -3.784
O 1.942 2.303 2.406
O -2.675 -0.926 -3.721
O -0.076 -4.531 0.994
O 4.208 -0.141 0.949
O 2.913 2.174 -0.387
O -1.413 -1.540 -0.457
O -3.719 1.291 0.637
O 3.286 -0.597 3.523
H -2.034 -1.604 0.269
H -1.352 4.232 1.083
H 1.257 1.556 -3.667
H 3.727 -0.674 0.305
H 1.962 2.225 -0.603
H 1.844 -2.751 -1.699
H -2.255 1.412 -0.213
H -0.980 0.547 -0.804
H 3.983 0.653 0.517
H -3.913 0.224 0.517
H 1.412 -1.480 -3.694
H 0.993 4.671 -1.511
H 1.238 3.153 -2.887
H -3.083 -0.839 -3.013
H 2.662 2.736 2.715
H 2.803 2.677 0.381
H 2.526 1.934 -3.580
H -2.309 -3.877 -2.313
H -4.214 1.668 -0.064
H -1.951 -1.691 -3.609
H -2.953 0.139 2.428
H -1.640 -2.841 -1.597
H -3.548 -1.208 1.941
H -1.845 4.827 -0.237
H -0.530 -1.264 0.018
H -4.408 -1.853 1.093
H 1.490 1.720 2.893
H 0.162 3.455 -1.063
H 3.956 -1.271 3.231
H 0.867 -1.628 3.973
H 3.386 -0.220 2.567
H -0.106 -2.757 3.363
H 0.184 -3.044 -1.505
H 0.583 0.524 1.267
H 2.047 -1.021 -2.469
H 2.092 0.585 1.501
H -3.974 0.428 3.453
H 0.222 -5.146 0.314
H 0.257 -3.704 0.637
```

Computed properties:
E_LUMO = -0.1244 Ha
energy above the lowest of the compared OMol25 structures with the same formula, charge and spin = 7.146 eV
E = -1452.47558 Eh
HOMO = -0.4628 hartree
net charge = +1
orbital gap = 9.2 eV



No. 8
Molecular formula: C35H31F2N2
Method: DFT, the ωB97M-V functional and the def2-TZVPD basis

```
70
Properties=species:S:1:pos:R:3
F 1.264 -0.399 2.203
F -7.188 -3.494 -1.843
N 0.469 2.225 -0.289
N 3.810 2.787 -2.767
C 3.689 2.072 1.858
C -4.000 -2.045 0.347
C 2.974 1.790 -3.009
C 0.515 4.154 3.601
C 4.674 0.352 -0.112
C 4.997 2.224 1.381
C -6.389 -2.120 -0.082
C 1.398 0.932 1.712
C -0.855 2.418 -0.920
C 5.486 1.375 0.390
C 0.838 3.259 2.572
C 3.372 0.202 0.358
C 0.367 2.304 5.153
C -1.740 -5.833 -3.704
C 0.272 3.674 4.891
C -1.049 0.818 0.905
C -6.125 -3.011 -1.119
C -5.291 -1.641 0.652
C -3.723 -2.953 -0.728
C -1.764 -4.197 -1.874
C 1.576 2.450 -1.161
C 0.341 -5.234 -2.622
C 1.820 1.588 -2.241
C 2.440 3.536 -0.956
C -2.438 -4.964 -2.873
C -0.343 -4.368 -1.786
C 0.718 1.417 4.133
C 0.430 0.991 0.495
C -4.849 -3.439 -1.460
C 0.960 1.893 2.842
C -0.351 -5.979 -3.593
C 3.570 3.645 -1.777
C -2.356 -3.280 -0.963
C -1.856 1.778 0.040
C 2.858 1.107 1.291
H -1.656 -2.794 -0.284
H -5.462 -0.944 1.473
H -7.408 -1.817 0.143
H -1.324 -0.228 0.711
H 5.044 -0.334 -0.876
H -3.509 -4.875 -2.996
H -2.331 2.553 0.655
H 1.159 0.750 -2.452
H 2.267 4.236 -0.143
H -0.892 1.903 -1.897
H -3.157 -1.682 0.942
H 3.313 2.721 2.648
H -2.290 -6.406 -4.454
H 0.815 0.351 4.344
H -4.738 -4.137 -2.277
H 0.697 0.139 -0.161
H 0.190 -3.791 -1.026
H 0.178 1.907 6.150
H -1.035 3.487 -1.098
H 5.616 3.022 1.793
H 1.424 -5.338 -2.527
H 1.015 3.602 1.551
H 4.289 4.454 -1.613
H -2.641 1.249 -0.512
H 0.012 4.365 5.695
H 0.186 -6.662 -4.252
H 6.499 1.504 0.002
H 3.211 1.115 -3.834
H 2.743 -0.616 -0.002
H -1.195 1.015 1.975
H 0.461 5.220 3.379
```

Computed properties:
E_LUMO = -0.2310 Ha
energy above the lowest of the compared OMol25 structures with the same formula, charge and spin = 0.000 eV
E = -1661.27340 Eh
HOMO = -0.3925 hartree
net charge = +1
orbital gap = 4.4 eV